Formula: C3H7NOS
Source: OMol25
Level of theory: ωB97M-V with the def2-TZVPD basis set

Calculated values
Spin multiplicity: 3
Energy relative to the best compared isomer or geometry (same formula, charge and spin), kJ/mol: 155.1
HOMO (spin up / spin down), eV: -6.08 / -8.70
LUMO level (spin up / spin down), eV: 0.784 / -2.268
HOMO-LUMO gap (spin up / spin down), eV: 6.86 / 6.44
Calculated total energy, eV: -17592.093
Net charge: 0

CARTESIAN COORDINATES (ANGSTROEM)
C  -0.051  -1.217  0.399
C  -0.032  0.286  0.285
C  -0.654  0.845  1.659
N  1.348  0.634  -0.124
O  -0.943  1.987  1.893
S  1.732  2.057  -0.989
H  0.553  -1.682  -0.373
H  -1.009  -1.654  0.791
H  -0.635  0.719  -0.457
H  -0.926  0.067  2.317
H  2.073  0.547  0.648
H  1.051  1.575  -2.048
H  0.641  -1.477  1.259